# 1
108
Properties=species:S:1:pos:R:3 method="wB97M-V/def2-TZVPD" relative_energy_ev=0.286 e_tot_ev=-114965.6398 total_charge=-1 gap_ev="4.52 / 4.57" e_homo_ev="-2.64 / -2.65" fmax_ev_per_a=1.61 spin_multiplicity=2
Co 0.189 1.959 0.844
C 2.792 5.735 -3.817
C 1.455 6.141 -4.011
C 0.430 5.581 -3.275
C 0.756 4.596 -2.340
C -0.035 3.853 -1.391
N -1.365 3.965 -1.325
C -2.055 3.355 -0.401
C -3.516 3.356 -0.388
C -4.460 3.871 -1.265
C -5.800 3.662 -0.974
C -6.186 2.952 0.171
C -5.237 2.435 1.040
C -3.899 2.641 0.742
C -2.662 2.203 1.391
N -2.662 1.501 2.492
C -1.529 1.048 3.031
N -0.271 1.133 2.522
C 0.586 0.563 3.446
N 1.914 0.471 3.383
C 2.623 0.809 2.364
N 2.084 1.214 1.040
C 3.222 1.838 0.364
N 3.172 2.653 -0.621
C 2.052 3.206 -1.108
N 0.768 3.017 -0.667
C 2.082 4.187 -2.152
C 3.118 4.763 -2.894
C 4.425 1.467 1.077
C 5.765 1.642 0.745
C 6.728 1.189 1.628
C 6.364 0.585 2.841
C 5.034 0.423 3.183
C 4.063 0.859 2.282
C -0.163 0.072 4.571
C 0.206 -0.594 5.741
C -0.794 -0.967 6.619
C -2.146 -0.682 6.345
C -2.511 -0.012 5.192
C -1.505 0.360 4.302
N -1.579 2.664 0.687
H 3.575 6.207 -4.400
H 1.238 6.912 -4.741
H -0.599 5.891 -3.407
H -4.149 4.422 -2.145
H -6.563 4.058 -1.635
H -7.241 2.806 0.373
H -5.517 1.875 1.925
H 4.144 4.454 -2.738
H 6.035 2.117 -0.190
H 7.777 1.296 1.380
H 7.138 0.244 3.519
H 4.739 -0.041 4.115
H 1.249 -0.804 5.947
H -0.539 -1.484 7.536
H -2.909 -0.996 7.048
H -3.547 0.220 4.975
C 2.387 -6.325 -2.587
C 3.413 -5.485 -1.817
C 4.465 -4.994 -2.813
C 4.118 -6.365 -0.771
C 2.719 -4.325 -1.093
C 1.684 -4.597 -0.194
C 1.050 -3.604 0.552
C 1.491 -2.314 0.373
O 1.095 -1.165 1.003
B 1.922 -0.170 0.490
O 2.781 -0.687 -0.478
C 2.504 -2.028 -0.523
C 3.134 -3.001 -1.265
H 2.879 -7.174 -3.070
H 1.904 -5.721 -3.358
H 1.607 -6.715 -1.933
H 4.955 -5.856 -3.271
H 5.236 -4.398 -2.321
H 4.017 -4.395 -3.609
H 4.701 -7.150 -1.261
H 3.401 -6.839 -0.099
H 4.796 -5.759 -0.166
H 1.363 -5.620 -0.045
H 0.244 -3.833 1.236
H 3.919 -2.721 -1.953
C -4.224 -1.459 -2.894
N -3.578 -0.273 -2.334
N -2.721 -0.519 -1.254
C -1.521 0.165 -1.438
O -0.613 0.173 -0.625
C -1.665 0.854 -2.703
C -2.873 0.542 -3.205
C -3.505 0.960 -4.486
C -3.249 -0.958 -0.018
C -4.622 -0.925 0.216
C -5.125 -1.353 1.436
C -4.271 -1.791 2.438
C -2.903 -1.789 2.209
C -2.386 -1.389 0.986
H -4.494 -2.133 -2.088
H -3.564 -1.989 -3.590
H -5.131 -1.159 -3.417
H -0.938 1.546 -3.098
H -2.913 1.750 -4.940
H -4.513 1.335 -4.302
H -3.572 0.128 -5.190
H -5.290 -0.516 -0.531
H -6.194 -1.310 1.608
H -4.667 -2.106 3.395
H -2.219 -2.081 2.997
H -1.319 -1.351 0.826


# 2
106
Properties=species:S:1:pos:R:3 method="wB97M-V/def2-TZVPD" relative_energy_ev=0.909 e_tot_ev=-104018.8369 total_charge=+1 gap_ev=6.73 e_homo_ev=-9.92 fmax_ev_per_a=1.52
Bi -0.338 0.145 -0.478
C -1.776 -6.248 3.090
C -1.507 -4.839 2.665
C -1.775 -3.776 3.506
C -1.568 -2.450 3.130
C -1.973 -1.388 4.069
O -1.406 -0.318 4.194
C -3.156 -1.738 4.896
C -4.259 -2.377 4.331
C -5.336 -2.726 5.123
C -5.308 -2.470 6.486
C -4.222 -1.817 7.048
C -3.156 -1.436 6.254
C -1.050 -2.130 1.851
O -0.809 -0.895 1.521
C -0.821 -3.240 0.981
C -1.029 -4.545 1.393
C -0.376 -2.875 -0.358
N -1.138 -2.100 -1.090
C -2.548 -2.017 -0.735
C -3.374 -1.383 -1.834
Te -5.407 -1.074 -1.134
C -4.749 0.013 0.586
C -3.683 0.890 0.475
C -3.194 1.549 1.588
C -3.795 1.359 2.818
C -4.890 0.520 2.926
C -5.359 -0.163 1.817
C 0.949 -3.264 -0.802
C 1.841 -3.844 0.106
C 3.106 -4.219 -0.296
C 3.503 -4.020 -1.608
C 2.625 -3.457 -2.521
C 1.357 -3.082 -2.127
H -2.264 -6.269 4.060
H -0.851 -6.818 3.158
H -2.420 -6.740 2.364
H -2.151 -3.973 4.499
H -4.266 -2.581 3.269
H -6.197 -3.213 4.686
H -6.134 -2.785 7.107
H -4.208 -1.614 8.108
H -2.303 -0.927 6.677
H -0.846 -5.344 0.687
H -2.691 -1.424 0.174
H -2.919 -3.027 -0.523
H -3.438 -2.019 -2.712
H -2.956 -0.423 -2.130
H -3.235 1.070 -0.491
H -2.355 2.220 1.489
H -3.415 1.867 3.691
H -5.384 0.395 3.878
H -6.205 -0.828 1.909
H 1.547 -3.983 1.135
H 3.786 -4.654 0.418
H 4.496 -4.304 -1.921
H 2.941 -3.310 -3.542
H 0.668 -2.655 -2.837
S 3.315 4.515 1.351
C 4.578 5.644 1.595
C 5.113 6.083 0.424
C 4.496 5.509 -0.702
C 3.492 4.629 -0.378
C 2.671 3.834 -1.257
C 1.909 2.764 -0.743
N 1.173 1.969 -1.469
C 1.138 2.135 -2.800
C 1.809 3.214 -3.426
C 1.672 3.396 -4.835
C 0.943 2.537 -5.584
C 0.319 1.400 -4.994
C -0.386 0.457 -5.748
C -0.924 -0.665 -5.131
C -0.765 -0.763 -3.734
N -0.140 0.127 -3.009
C 0.419 1.196 -3.596
C -1.648 -1.678 -5.854
C -2.098 -2.897 -5.407
C -2.799 -3.620 -6.385
C -2.875 -2.957 -7.572
S -2.094 -1.438 -7.520
C 2.580 4.065 -2.625
H 4.844 5.915 2.597
H 5.931 6.779 0.374
H 4.794 5.730 -1.710
H 1.905 2.566 0.317
H 2.167 4.241 -5.290
H 0.829 2.678 -6.648
H -0.502 0.598 -6.813
H -1.175 -1.594 -3.184
H -1.917 -3.273 -4.416
H -3.232 -4.590 -6.221
H -3.346 -3.273 -8.482
H 3.097 4.897 -3.078
O 3.630 -0.819 0.774
C 2.599 -0.682 0.269
N 1.576 -0.580 -0.323
C 1.704 1.732 4.525
C 0.349 2.080 3.902
C 0.327 1.796 2.512
N 0.326 1.611 1.379
H 1.704 2.027 5.571
H 2.518 2.241 4.013
H 1.880 0.661 4.470
H 0.106 3.136 4.050
H -0.435 1.458 4.350